1.
Molecular formula: C43H46F6GeN5O10PRb
Method: DFT, ωB97M-V/def2-TZVPD

Geometry (Å):
C  0.5720  5.5833  0.1689
C  -2.8415  -3.4971  -3.0320
C  1.2642  3.3671  1.1619
H  -4.7923  1.6630  3.4406
H  -1.9841  -2.6500  2.9459
O  -2.7438  -0.4874  0.6478
H  -5.3630  -3.1163  -0.8365
C  0.8680  4.2401  0.0054
H  -4.4752  -0.8568  -0.4057
H  3.0587  2.3084  -0.7428
H  0.4413  3.8124  -3.1901
H  -2.1379  -6.2016  0.5485
H  1.4452  -5.6586  -2.0973
H  3.8321  -2.9210  3.9345
O  2.5574  4.9352  4.7769
C  0.5252  -0.7106  -4.8728
C  -2.1839  3.6163  3.0534
N  -3.5348  -2.9302  -1.8805
H  -0.0524  -1.8590  1.6459
H  -0.1118  6.2544  -3.0688
O  -0.2900  -2.9686  -5.4189
F  -4.2646  1.4939  -4.3745
O  1.3110  -1.2249  -1.3558
C  2.1565  3.0473  3.3575
C  0.0228  -3.5827  0.3647
H  4.5366  -3.2695  -0.3272
C  2.8700  -2.8177  2.0137
C  1.8252  3.9013  2.3161
H  2.4532  2.9708  5.4628
O  0.6645  -0.1780  -5.9382
C  0.7477  -0.0741  -3.5024
H  2.1563  0.9796  3.9789
H  -2.8247  -2.7987  -3.8723
H  2.3233  -3.7422  2.1781
H  3.3581  -0.3770  -0.2781
N  0.8212  3.6376  -1.1863
H  0.6039  6.0455  1.1493
H  6.1920  -4.9789  -0.9181
H  -3.3563  -4.4067  -3.3367
C  3.4481  -0.9463  0.6377
C  -0.0400  7.8142  -0.8139
C  -3.6195  -1.3924  0.0209
O  1.1511  8.5472  -0.5189
C  3.7263  -2.3619  3.0108
H  -3.9847  -2.1457  0.7301
F  -2.9212  2.5866  -2.8696
H  5.4752  -7.0774  -2.0179
H  -1.5556  3.5839  3.9474
H  -5.4342  -2.0625  -2.2690
C  -2.5859  1.6017  1.7602
F  -5.2919  0.3930  -2.6315
Rb  -1.1187  0.8676  -1.4160
H  -0.5147  8.1868  -1.7246
H  2.0177  4.9610  2.4064
C  5.1465  -5.1406  -1.1549
H  -0.7120  8.0102  0.0199
O  0.6785  -3.4780  -2.5524
C  3.4045  -6.4998  -2.0871
H  1.1823  0.1915  1.8458
C  2.7091  -2.1184  0.8093
H  -3.3915  -0.2407  2.5828
C  0.1782  -2.1896  -4.6301
P  -4.1280  1.5110  -2.7837
H  -5.3193  -3.8209  -2.4444
N  1.0474  2.0622  0.9995
C  -3.8218  1.9166  3.8707
H  3.8982  3.3696  4.5293
C  0.4761  4.3533  -2.2485
O  -1.7901  1.9516  0.9104
H  -2.9056  4.4290  3.1563
C  4.7459  -6.3141  -1.7721
C  0.8791  -1.2000  -2.6102
C  2.4706  -5.5161  -1.7873
O  0.8104  1.1242  -3.2534
H  -1.8171  -3.7407  -2.7631
H  3.0463  1.2956  -1.9659
H  -4.3888  0.5524  1.3472
N  -2.8716  2.3510  2.8598
H  -3.9780  2.7387  4.5656
C  4.2041  -4.1674  -0.8316
N  3.6497  1.9652  -1.4942
C  1.9103  1.6930  3.1992
C  -4.9910  -2.9703  -1.8509
C  -2.8433  -2.0781  -1.0943
C  0.2228  6.3395  -0.9446
H  5.1388  -0.8424  3.5817
H  3.0872  -7.4083  -2.5853
H  3.0940  5.2582  5.5056
F  -3.9503  1.5022  -1.1552
C  2.8209  3.5467  4.6093
H  3.7377  2.7370  -2.1460
H  1.8218  8.2852  -1.1585
H  -3.0359  -4.8305  2.4063
C  -0.4961  -2.8199  1.4097
C  4.4616  -1.1965  2.8124
C  0.1728  5.7092  -2.1760
H  4.8922  0.4130  1.4505
Ge  1.5674  -2.9377  -0.5992
H  -3.4629  1.0591  4.4456
C  0.5585  -2.4105  -3.2108
C  -1.6787  -5.2521  0.7957
F  -5.2025  2.6899  -2.6626
C  -1.5914  -3.2607  2.1400
C  1.3663  1.2499  2.0034
C  2.8481  -4.3364  -1.1317
F  -3.0313  0.2982  -2.8735
C  -3.3577  0.2938  1.6261
H  -1.5532  3.8062  2.1905
C  -0.5826  -4.8030  0.0666
C  4.3250  -0.4949  1.6224
H  -0.2162  -5.4036  -0.7554
C  -2.1842  -4.4812  1.8351
O  -1.6536  -1.8552  -1.2415

Results
- LUMO: 1.660 eV
- Energy: -5734.32614 hartree
- E_HOMO: -5.29 eV
- Total charge: -1
- Gap between HOMO and LUMO: 7.0 eV
- ΔE to the lowest compared entry with this formula, charge and spin: 77.8 kJ/mol

Here are the Löwdin charges for atoms 1 to 99, given in e:
1. C 0.04
2. C -0.01
3. C -0.22
4. H 0.09
5. H 0.10
6. O -0.17
7. H 0.09
8. C -0.21
9. H 0.12
10. H -0.02
11. H 0.11
12. H 0.10
13. H 0.08
14. H 0.09
15. O -0.06
16. C -0.24
17. C -0.02
18. N -0.11
19. H 0.10
20. H 0.11
21. O 0.13
22. F -0.13
23. O -0.11
24. C -0.19
25. C -0.24
26. H 0.09
27. C -0.11
28. C 0.04
29. H 0.12
30. O 0.14
31. C -0.36
32. H 0.12
33. H 0.10
34. H 0.10
35. H 0.08
36. N 0.12
37. H 0.12
38. H 0.10
39. H 0.09
40. C -0.11
41. C -0.21
42. C -0.12
43. O -0.06
44. C -0.10
45. H 0.13
46. F -0.20
47. H 0.09
48. H 0.09
49. H 0.09
50. C -0.41
51. F -0.16
52. Rb 1.15
53. H 0.11
54. H 0.11
55. C -0.09
56. H 0.12
57. O -0.04
58. C -0.09
59. H 0.10
60. C -0.27
61. H 0.12
62. C -0.25
63. P 0.13
64. H 0.09
65. N 0.13
66. C -0.05
67. H 0.13
68. C -0.10
69. O -0.07
70. H 0.09
71. C -0.11
72. C -0.29
73. C -0.10
74. O -0.06
75. H 0.08
76. H 0.00
77. H 0.14
78. N -0.14
79. H 0.09
80. C -0.09
81. N 0.04
82. C -0.01
83. C -0.03
84. C -0.44
85. C -0.20
86. H 0.09
87. H 0.10
88. H 0.09
89. F -0.19
90. C -0.21
91. H 0.01
92. H 0.09
93. H 0.09
94. C -0.10
95. C -0.11
96. C 0.00
97. H 0.10
98. Ge 1.00
99. H 0.09

***

2.
Molecular formula: C37H60N6O7RbS2Si
Method: DFT, ωB97M-V/def2-TZVPD

Geometry (Å):
C  -3.7946  -0.8760  -5.3138
H  -0.6423  1.2715  -6.6277
C  -1.0676  0.7898  3.8154
H  0.7751  -4.3230  1.3435
C  2.8988  -1.8161  2.3321
H  -0.6551  -3.2840  0.0377
H  1.2444  5.0322  7.0607
C  1.5775  -2.5953  2.4465
H  5.3619  -0.5249  -0.4361
H  2.4188  -4.1493  3.7333
C  2.9609  -2.9256  -2.6113
H  3.8932  2.8837  2.2999
C  3.5715  -0.8893  -1.5340
H  -0.2219  -2.2146  5.3069
C  0.7407  -0.7824  -5.4361
S  0.0701  2.7878  -4.0483
H  -4.8594  -1.1008  -5.4123
H  0.9916  0.7178  5.4095
C  -1.7216  -3.6782  2.6345
H  5.0947  0.6049  -1.7629
H  2.9464  -0.9475  2.9911
C  -2.7209  2.0259  -1.4327
H  -2.8811  -1.1371  -9.3704
H  0.8257  -3.2150  -2.7733
H  0.6703  -3.9352  3.9297
H  -2.9629  2.9750  0.5137
H  -2.4284  -3.3078  0.0882
H  -3.5635  -1.9746  -3.4606
N  2.9059  2.9744  2.1471
H  0.0371  3.2797  8.4022
C  0.9986  4.0756  5.1758
H  1.3828  2.5573  7.5094
N  0.6970  0.2536  -4.5275
C  -0.6415  -2.0955  -7.0197
C  1.1572  0.0742  4.5280
H  1.5415  -3.0970  0.3243
H  -2.0317  0.5643  3.3572
S  2.6116  3.5207  4.7991
H  1.6720  6.3647  0.8130
H  -3.2381  -1.5725  -5.9523
C  2.1011  3.4327  3.1441
H  4.9986  -2.3327  -2.2404
C  -0.3233  -0.8505  -6.4952
C  -3.3472  -0.9800  -3.8566
C  1.5956  -3.6033  1.2921
H  -0.4181  4.8392  6.4998
C  -1.5669  -2.2025  -8.0461
H  -1.5661  -1.7917  -0.2559
H  1.7894  -2.7613  4.6257
C  0.4520  5.0303  0.3642
H  -1.2975  -1.4110  -4.3071
C  4.5983  0.0632  -0.9523
C  -0.1832  -0.4512  4.0048
H  -0.1568  -2.9724  -6.6076
C  -1.5358  -2.7111  0.3408
H  -2.2706  1.0839  -8.4717
H  1.8372  -0.7250  4.8324
H  -2.2406  1.3434  -3.6640
H  -2.6774  -4.1617  2.3648
H  -1.8226  -1.6365  4.8462
O  0.7084  6.2751  0.7854
Si  0.0852  -1.2882  2.2110
N  0.8661  3.7964  2.9606
C  -0.9070  0.2949  -7.0188
C  -1.0306  4.7504  0.3717
H  -2.9759  -1.2989  3.1214
O  1.3187  4.2581  0.0365
H  -3.8869  -0.2548  -3.2429
O  4.0229  1.0014  -0.0686
C  -1.8201  0.1889  -8.0610
C  0.4194  3.0585  7.4042
H  -2.7395  -0.5755  1.5139
Rb  0.1573  1.6190  -0.0588
H  -1.7369  -3.5038  3.7137
C  0.5483  4.3434  6.5776
H  -1.5708  5.6574  0.0887
O  -3.3664  2.1624  -2.4968
O  1.6629  -1.5684  -5.4316
N  0.2464  4.1680  4.1411
H  1.6644  0.6765  3.7642
O  -1.2909  3.6890  -0.5019
O  -2.0780  1.0181  -1.0378
C  1.6299  -2.5706  -2.4417
H  1.5923  0.4850  -4.1261
C  1.6074  -3.3994  3.7576
C  -0.8110  -1.3171  5.1061
H  -1.2962  4.5047  1.4084
C  -0.3284  1.1665  -4.1933
H  -0.8836  -0.7515  6.0537
H  -1.8232  -3.1768  -8.4442
H  -3.6833  -2.0659  1.6939
H  -0.2662  2.3635  6.9175
H  3.2221  -3.8634  -3.0851
C  -1.8608  -0.7248  -3.6788
H  -0.5662  1.5293  3.1847
H  -3.6291  0.1332  -5.7002
H  2.5373  -4.1781  1.3159
C  1.3497  -1.3725  -1.8190
H  -3.3096  4.0460  -0.8767
H  3.1395  0.6628  0.1457
N  -1.5415  0.6724  -4.0243
C  -2.6588  3.2567  -0.5005
C  3.9488  -2.0787  -2.1466
N  2.3025  -0.5396  -1.3866
H  -1.5892  -0.8937  -2.6364
H  -1.2642  1.2693  4.7912
C  -1.5403  -2.3723  1.8432
C  -2.1572  -1.0568  -8.5679
H  -0.9294  -4.4004  2.4277
H  2.6203  3.2049  1.2056
H  0.3240  -1.0652  -1.6416
H  3.7518  -2.4744  2.5747
H  3.0337  -1.4528  1.3077
C  -2.7990  -1.5213  2.0659

Results
- LUMO: 1.766 eV
- Energy: -3411.17640 hartree
- E_HOMO: -2.70 eV
- Total charge: -1
- Gap between HOMO and LUMO: 4.5 eV
- ΔE to the lowest compared entry with this formula, charge and spin: 89.8 kJ/mol

Here are the Löwdin charges for atoms 1 to 99, given in e:
1. C -0.09
2. H 0.10
3. C -0.13
4. H 0.06
5. C -0.13
6. H 0.05
7. H 0.10
8. C -0.64
9. H 0.12
10. H 0.07
11. C -0.06
12. H 0.10
13. C -0.27
14. H 0.06
15. C -0.43
16. S 0.63
17. H 0.07
18. H 0.06
19. C -0.11
20. H 0.12
21. H 0.05
22. C -0.67
23. H 0.10
24. H 0.11
25. H 0.06
26. H 0.13
27. H 0.08
28. H 0.11
29. N 0.12
30. H 0.07
31. C -0.62
32. H 0.07
33. N 0.10
34. C -0.03
35. C -0.13
36. H 0.05
37. H 0.05
38. S 1.07
39. H 0.13
40. H 0.06
41. C -0.71
42. H 0.11
43. C -0.16
44. C -0.21
45. C -0.13
46. H 0.11
47. C -0.09
48. H 0.05
49. H 0.05
50. C -0.51
51. H 0.10
52. C -0.20
53. C -0.65
54. H 0.12
55. C -0.14
56. H 0.11
57. H 0.06
58. H 0.09
59. H 0.07
60. H 0.05
61. O 0.13
62. Si 0.81
63. N 0.01
64. C -0.02
65. C -0.14
66. H 0.06
67. O 0.01
68. H 0.10
69. O -0.09
70. C -0.08
71. C -0.10
72. H 0.07
73. Rb 0.78
74. H 0.06
75. C -0.24
76. H 0.14
77. O -0.04
78. O 0.08
79. N 0.03
80. H 0.05
81. O -0.29
82. O -0.22
83. C -0.07
84. H 0.13
85. C -0.12
86. C -0.11
87. H 0.14
88. C -0.87
89. H 0.07
90. H 0.10
91. H 0.08
92. H 0.06
93. H 0.11
94. C -0.17
95. H 0.04
96. H 0.07
97. H 0.08
98. C -0.15
99. H 0.13

***

Q: Among the records above, which one has the highest LUMO?
A: C37H60N6O7RbS2Si

***

Q: Among the records above, which one has the highest energy?
A: C37H60N6O7RbS2Si

***

Q: The highest gap between HOMO and LUMO belongs to which entry?
A: C43H46F6GeN5O10PRb

***

Q: The highest E_HOMO belongs to which entry?
A: C37H60N6O7RbS2Si